# C24H48BClO2P2Ti

C24H48BClO2P2Ti as an isolated structure in a non-equilibrium geometry (ωB97M-V with the def2-TZVPD basis set, the Open Molecules 2025 dataset).

Positions of all 79 atoms, in Å:
H -3.856 -1.394 -0.574
H -1.945 3.839 1.477
H 3.701 1.285 -0.933
H -2.917 3.248 -1.942
H -1.580 5.054 -0.390
H 1.230 3.775 3.235
B 0.006 -0.046 2.134
H 1.125 -0.671 7.664
C 3.149 1.901 -0.207
H -2.057 -2.074 -1.784
H 1.469 -2.271 1.980
H -0.820 -3.832 3.234
H 2.530 -2.407 -0.722
H 2.271 -1.197 5.470
H -0.156 -4.648 0.913
H -2.213 1.043 5.512
H 2.736 -3.210 -2.291
C -2.478 -4.086 -1.133
H -2.193 1.628 -1.872
Cl -0.106 0.080 -2.551
H -1.525 0.387 0.396
H -0.154 -5.260 -1.301
H 2.272 4.753 -0.336
H 0.323 4.612 1.063
H -1.243 -2.261 2.512
C -2.109 -2.624 -0.827
H 0.032 5.311 -1.108
H -1.393 5.213 -2.147
C -3.148 -1.927 0.078
Ti -0.004 -0.019 -0.200
H -0.326 3.065 -2.370
H 2.125 -3.664 1.079
C -0.822 3.282 -1.409
C -0.609 0.237 4.327
H -1.958 -4.465 -2.022
H -1.105 3.673 3.034
H 1.401 2.142 2.533
H -2.585 2.491 -0.367
H -1.368 2.243 2.029
H -2.138 -3.743 2.048
H 0.093 -2.961 -2.500
H 1.529 -5.044 -0.755
C -1.130 3.314 1.998
H 3.846 2.616 0.246
H 2.386 3.507 1.916
C 0.658 -0.368 4.323
H 3.417 4.194 -1.579
C 2.070 -2.558 -1.710
C -2.208 2.613 -1.393
C -1.148 -3.339 2.310
C 0.650 -0.409 6.722
H 1.455 -3.888 2.712
H 1.863 2.150 -1.929
C -0.932 4.802 -1.240
C -0.082 -3.602 1.246
C 2.376 4.128 -1.238
H -3.554 -4.148 -1.338
C -0.588 0.224 6.730
C 0.684 -3.222 -1.606
C 1.290 -0.705 5.520
O 1.068 -0.516 3.029
H 2.804 1.213 0.581
C -1.241 0.552 5.549
H -3.699 -2.672 0.665
H 1.542 -0.444 0.313
O -1.039 0.414 3.051
H 2.019 -1.585 -2.210
H -2.256 -4.754 -0.284
C 0.794 -4.750 -1.516
H 1.146 -5.121 -2.487
H 1.751 4.557 -2.034
C 0.243 3.556 1.359
P -0.343 -2.479 -0.218
C 1.333 -3.339 1.771
P 0.339 2.489 -0.165
C 2.030 2.655 -0.960
H -2.747 -1.176 0.777
H -1.057 0.463 7.684
C 1.397 3.218 2.304

Strongest force on any atom in eV/Å: 1.53
LUMO in eV: 0.004
Orbital gap in hartree: 0.2977